Entry 1:
110
Properties=species:S:1:pos:R:3:mulliken_charge:R:1 method="wB97M-V/def2-TZVPD" smiles="O=S1(=O)OCCO1.O=S1(=O)OCCO1.O=S1(=O)OCCO1.O=S1(=O)OCCO1.CCN(CC)CC.CCN(CC)CC.CCN(CC)CC" gap_ev=7.752 total_energy_ha=-3987.75550 lumo_ev=-0.1 spin_multiplicity=1
C -8.441 1.891 2.912 -1.2350
C -7.001 2.499 2.652 -0.5080
N -6.409 3.549 3.553 0.0189
C -5.191 4.123 3.043 -0.5006
C -4.118 3.138 2.507 -1.3473
C -7.375 4.560 4.050 -0.3775
C -6.741 5.699 4.878 -1.4302
H -9.251 2.593 2.716 0.3378
H -8.621 1.403 3.869 0.3115
H -8.439 1.144 2.118 0.4025
H -6.322 1.717 2.992 0.3457
H -6.786 2.697 1.602 0.3272
H -5.350 4.829 2.228 0.3813
H -4.709 4.755 3.788 0.3725
H -4.458 2.505 1.688 0.3360
H -3.228 3.730 2.295 0.4131
H -3.745 2.511 3.318 0.3300
H -8.148 4.201 4.729 0.3666
H -7.857 5.034 3.195 0.3597
H -5.960 6.276 4.384 0.3355
H -6.147 5.223 5.658 0.3921
H -7.529 6.368 5.224 0.3689
C 9.537 -3.905 3.114 -1.3381
C 8.293 -3.338 2.486 -0.4089
N 8.195 -3.666 1.041 -0.0542
C 9.316 -3.198 0.248 -0.7447
C 9.548 -1.688 0.270 -1.0703
C 6.875 -3.200 0.559 -0.3560
C 6.667 -3.565 -0.901 -1.4039
H 9.506 -3.663 4.176 0.4038
H 10.400 -3.370 2.717 0.3122
H 9.715 -4.977 3.031 0.3172
H 7.363 -3.746 2.882 0.4519
H 8.284 -2.261 2.650 0.3080
H 10.130 -3.765 0.697 0.4111
H 9.384 -3.561 -0.778 0.3855
H 8.726 -1.103 -0.140 0.3016
H 9.670 -1.197 1.235 0.2757
H 10.475 -1.549 -0.287 0.3941
H 6.647 -2.142 0.690 0.3122
H 6.078 -3.749 1.060 0.4514
H 7.218 -4.482 -1.110 0.3830
H 7.058 -2.824 -1.598 0.2937
H 5.619 -3.661 -1.187 0.3753
C 2.852 8.333 0.755 -1.3207
C 2.438 9.021 -0.550 -0.3747
N 2.876 8.143 -1.693 0.0023
C 2.236 6.813 -1.742 -0.8292
C 0.696 6.923 -1.818 -0.9427
C 2.972 8.791 -3.064 -0.3920
C 3.892 10.012 -3.016 -1.2849
H 3.934 8.247 0.653 0.3301
H 2.435 7.352 0.982 0.2956
H 2.639 8.990 1.598 0.4033
H 1.369 9.233 -0.576 0.3411
H 3.003 9.953 -0.540 0.3478
H 2.517 6.250 -2.631 0.4134
H 2.648 6.162 -0.971 0.3915
H 0.354 5.935 -2.126 0.3905
H 0.219 7.202 -0.878 0.2562
H 0.502 7.572 -2.672 0.2565
H 1.965 9.079 -3.364 0.2575
H 3.278 8.056 -3.809 0.4048
H 3.485 11.015 -2.890 0.3661
H 4.609 9.966 -3.836 0.3236
H 4.570 10.073 -2.164 0.3642
C -3.961 -4.898 4.549 -0.2281
C -2.893 -5.355 3.562 -0.3633
O -3.193 -4.696 2.392 -0.3053
S -4.812 -4.501 2.142 1.1001
O -5.287 -5.715 1.543 -0.5125
O -5.018 -3.222 1.479 -0.4938
O -5.111 -4.529 3.821 -0.3256
H -3.572 -3.990 5.010 0.2802
H -4.160 -5.668 5.295 0.2811
H -3.057 -6.391 3.266 0.2829
H -1.831 -5.233 3.773 0.2833
C -6.664 -2.934 -6.366 -0.3074
C -6.800 -3.651 -4.941 -0.2862
O -8.181 -3.612 -4.725 -0.3405
S -8.964 -2.332 -5.374 1.1274
O -8.634 -1.171 -4.497 -0.5439
O -10.339 -2.635 -5.690 -0.4992
O -7.887 -2.218 -6.575 -0.3103
H -6.571 -3.645 -7.187 0.2642
H -5.773 -2.320 -6.499 0.2851
H -6.482 -2.932 -4.187 0.3010
H -6.273 -4.603 -4.879 0.3099
C -0.048 -2.039 -2.344 -0.3041
C 0.501 -0.978 -1.437 -0.2916
O 0.463 0.242 -2.145 -0.3080
S 0.188 0.070 -3.763 1.0811
O 1.267 0.619 -4.595 -0.5054
O -1.192 0.264 -4.162 -0.5135
O 0.299 -1.584 -3.665 -0.3362
H -1.097 -2.154 -2.072 0.2497
H 0.267 -3.066 -2.158 0.3539
H 1.555 -1.119 -1.198 0.2511
H 0.047 -1.076 -0.451 0.3228
C 3.154 -9.378 -1.217 -0.2666
C 3.113 -8.550 -0.007 -0.1919
O 1.902 -7.799 -0.170 -0.3481
S 0.645 -8.683 -0.878 1.0713
O -0.294 -7.872 -1.636 -0.4848
O 0.074 -9.631 0.070 -0.5061
O 1.835 -9.393 -1.821 -0.3262
H 3.433 -10.420 -1.056 0.2738
H 3.874 -8.970 -1.926 0.2289
H 3.999 -7.916 0.005 0.3007
H 3.106 -9.277 0.805 0.2487


Entry 2:
79
Properties=species:S:1:pos:R:3:mulliken_charge:R:1 method="wB97M-V/def2-TZVPD" gap_ev=8.925 total_energy_ha=-4326.26617 charge=-1 lumo_ev=1.9 spin_multiplicity=1
As -0.934 0.323 0.705 2.1206
F -0.255 -0.932 1.819 -0.4595
F -2.424 -0.614 0.524 -0.4611
F -1.498 1.604 -0.374 -0.5113
F 0.550 1.376 0.942 -0.6669
F -0.102 -0.480 -0.654 -0.6659
F -1.690 1.154 2.114 -0.4971
C -5.146 2.824 0.392 -0.9768
C -5.703 1.593 0.818 0.8808
O -6.897 1.586 1.201 -0.7448
N -4.942 0.539 0.849 -0.0076
C -5.373 -0.881 1.021 -0.8752
H -4.484 3.167 1.187 0.2462
H -5.949 3.505 0.108 0.3170
H -4.567 2.752 -0.529 0.2534
H -3.939 0.652 0.827 0.1153
H -5.027 -1.264 1.981 0.3243
H -4.918 -1.353 0.150 0.1663
H -6.462 -0.909 0.983 0.3337
C -4.261 0.096 -2.400 -0.1989
C -4.623 -0.652 -3.692 0.4989
O -5.519 -0.157 -4.375 -0.6759
N -3.925 -1.747 -4.074 -0.0126
C -4.550 -2.668 -5.103 -1.0206
H -5.063 -0.003 -1.668 0.0248
H -4.290 1.136 -2.725 0.3154
H -3.309 -0.149 -1.930 -0.0478
H -3.099 -2.007 -3.554 0.1387
H -4.630 -2.183 -6.076 0.2952
H -5.514 -2.975 -4.698 0.3427
H -4.107 -3.662 -5.159 0.3153
C 6.401 0.713 -0.165 -0.9579
C 5.365 1.718 -0.839 0.7422
O 5.782 2.797 -1.232 -0.6549
N 4.098 1.286 -0.912 -0.1324
C 2.917 2.038 -1.375 -0.4700
H 5.786 -0.127 0.159 0.2712
H 6.844 1.071 0.764 0.2524
H 7.223 0.474 -0.840 0.2987
H 3.942 0.326 -0.639 0.2060
H 2.192 1.313 -1.746 -0.0514
H 3.108 2.644 -2.261 0.3456
H 2.359 2.575 -0.608 0.1519
C 2.042 -3.053 2.307 -0.4499
C 3.266 -2.978 3.165 0.5578
O 3.755 -4.095 3.475 -0.7102
N 3.877 -1.862 3.461 -0.0912
C 4.982 -1.780 4.419 -0.8851
H 1.279 -3.482 2.956 0.2598
H 2.222 -3.781 1.516 0.3000
H 1.735 -2.040 2.045 -0.0513
H 3.458 -1.014 3.106 0.1786
H 5.778 -2.314 3.899 0.2996
H 4.797 -2.279 5.370 0.2581
H 5.139 -0.701 4.435 0.3179
C 0.949 4.013 2.544 -0.4769
C 2.503 4.162 2.812 0.6100
O 2.994 5.216 3.249 -0.7043
N 3.245 3.137 2.590 -0.0186
C 4.719 3.116 2.783 -0.9179
H 0.357 4.465 3.340 0.3497
H 0.771 2.948 2.392 -0.0815
H 0.813 4.380 1.526 0.2436
H 2.983 2.202 2.309 0.1417
H 5.016 3.379 3.799 0.3616
H 5.147 3.860 2.112 0.3378
H 5.330 2.296 2.405 0.1713
C 0.289 -1.609 -3.862 -0.9541
C -0.713 -2.632 -3.251 0.7534
O -1.204 -3.451 -4.025 -0.6618
N -1.097 -2.489 -1.985 0.1812
C -1.953 -3.425 -1.270 -0.9760
H 1.089 -2.087 -4.428 0.3478
H 0.739 -0.922 -3.145 0.0716
H -0.222 -0.875 -4.486 0.2982
H -0.984 -1.571 -1.580 0.0374
H -3.042 -3.385 -1.292 0.2933
H -1.688 -3.365 -0.214 0.3567
H -1.733 -4.485 -1.395 0.3834


Entry 3:
10
Properties=species:S:1:pos:R:3:mulliken_charge:R:1 method="wB97M-V/def2-TZVPD" smiles="O=C=C(O)CO" gap_ev=9.207 total_energy_ha=-342.36514 lumo_ev=0.4 spin_multiplicity=1
O 1.613 -0.174 -1.060 -0.5137
C 0.618 -0.061 -0.104 -0.1311
C -0.802 -0.542 -0.307 -0.1834
O -1.604 0.042 0.702 -0.5396
C 0.931 0.336 1.125 0.6507
O 1.182 0.698 2.209 -0.3746
H 1.548 0.587 -1.652 0.3138
H -1.438 0.995 0.657 0.3203
H -0.886 -1.627 -0.179 0.2301
H -1.179 -0.307 -1.316 0.2275